Entry 1:
Formula: C18H36NO21S3
Source: the OMol25 dataset
Level of theory: wB97M-V/def2-TZVPD

Results
Net charge: -1
Highest occupied orbital energy in eV: -5.83
Multiplicity: 1
E_LUMO in eV: 1.84
Orbital gap in eV: 7.667
ΔE to the lowest compared entry with this formula, charge and spin in kcal per mole: 77.02

The geometry in XYZ format:
```
79
Properties=species:S:1:pos:R:3:forces:R:3:lowdin_charge:R:1
N 0.09806 0.05211 0.06064 -3.451 0.068 3.635 -0.581
O 0.41137 -0.73587 0.99531 1.649 -0.388 -0.188 -0.085
O -0.00683 1.27022 0.38883 1.048 -0.260 -1.554 -0.060
O -0.49757 -0.43956 -0.90208 0.658 0.378 -1.786 -0.053
O 0.69407 -0.90079 -4.97254 -0.604 0.088 1.264 -0.255
S -0.61158 -1.41848 -5.24333 -1.527 2.601 -4.397 0.688
O -1.65828 -0.52695 -5.82314 1.937 -1.829 2.362 -0.315
O -0.30414 -2.41754 -6.49931 -2.225 -1.992 2.263 -0.246
C 0.26946 -1.91346 -7.59308 1.743 2.201 -6.159 -0.371
C 0.36094 -2.86061 -8.82287 -5.992 -8.866 7.648 -0.093
C -1.22708 -2.50061 -3.99040 -1.806 2.274 -0.259 -0.088
H 1.31960 -1.60818 -7.41915 -0.551 0.125 0.220 0.124
H -0.21017 -1.08005 -8.31347 0.152 -0.592 3.011 0.165
H -0.64523 -3.32847 -9.27900 1.607 1.839 1.154 0.118
H 0.78212 -3.96575 -8.49187 -0.269 2.712 -0.724 0.123
H 0.85658 -2.51918 -9.52699 4.915 3.463 -6.461 -0.047
H -1.94911 -3.25574 -4.21751 -1.058 0.354 -0.802 0.084
H -1.47406 -1.84847 -3.13612 -0.004 -0.218 -0.381 0.075
H -0.44083 -3.05540 -3.74831 3.793 -2.082 1.372 0.014
O 0.74478 -5.50269 3.39023 -1.031 -0.245 0.713 -0.271
S -0.55731 -4.90421 3.23157 1.506 4.669 0.025 0.557
O -0.82289 -3.57562 3.78696 1.026 -1.106 -0.943 -0.311
O -0.78932 -4.91656 1.63725 1.136 0.175 0.843 -0.241
C 0.38743 -4.27386 1.01574 -0.572 5.546 -1.009 -0.201
C -0.13197 -3.87143 -0.40982 -4.977 -6.478 10.261 -0.020
C -1.86101 -5.76085 3.83511 -3.622 -0.515 3.889 -0.195
H 1.31258 -4.72547 0.93429 1.207 -2.641 0.207 0.080
H 0.79865 -3.28215 1.58124 -1.939 -2.019 -0.902 0.158
H -0.36590 -4.79735 -0.80562 -1.498 -1.736 -1.161 0.069
H 0.36279 -3.45797 -1.00483 9.237 6.043 -8.369 -0.047
H -0.84192 -3.14982 -0.31259 -3.043 1.359 0.583 0.051
H -1.87850 -5.72679 5.09766 0.748 -0.257 -3.723 0.168
H -1.63018 -6.70384 3.43678 -0.728 -2.045 0.008 0.030
H -2.95565 -5.37969 3.64012 2.556 -0.537 -0.385 0.124
O 1.50570 4.89667 2.42683 0.064 -0.063 -0.726 -0.289
S 2.03728 5.14636 1.10995 -2.470 -1.691 -1.914 0.647
O 2.79539 4.15472 0.40938 0.248 0.033 0.511 -0.272
O 0.75583 5.51558 0.00691 3.317 0.918 2.553 -0.230
C -0.38705 4.73680 0.27846 -0.874 -0.248 2.263 -0.303
C -1.54105 5.40855 -0.35739 -3.005 -6.762 2.724 -0.055
C 2.94844 6.56988 1.30090 3.025 -0.662 -2.156 -0.134
H -0.45627 4.40511 1.40892 -0.191 1.199 -2.150 0.156
H -0.28792 3.85807 -0.24817 0.495 -2.386 -0.923 0.074
H -1.77245 6.31959 -0.14481 -1.611 5.633 3.299 0.007
H -2.52081 4.68675 -0.29930 2.327 1.834 0.032 0.154
H -1.45007 5.63431 -1.30449 1.338 -0.293 -5.665 0.022
H 2.31732 7.33228 1.42817 -2.520 2.952 1.292 0.024
H 3.57020 6.90760 0.43679 -0.371 -0.979 0.465 0.106
H 3.55882 6.31097 2.14707 0.281 0.330 0.424 0.081
C -4.00086 -0.23890 -2.06705 -1.721 1.303 -0.185 -0.057
C -5.33502 -0.43128 -1.26686 1.446 3.600 -4.744 -0.068
O -5.75191 0.97903 -1.19993 -0.606 -1.305 1.337 0.047
C -4.62374 1.77628 -1.11262 -0.963 -0.762 -0.148 -0.577
O -4.59790 2.89767 -0.70993 -0.184 -0.432 -0.231 0.156
O -3.62319 1.07611 -1.58895 1.845 -0.421 -0.241 0.072
H -4.17553 -0.11243 -3.13888 0.180 -0.349 0.023 0.133
H -3.21336 -0.92913 -1.83381 0.321 -0.198 0.161 0.105
H -5.03176 -0.95563 -0.50206 1.370 -1.245 5.759 0.066
H -6.03755 -1.11980 -1.62337 -1.597 -0.056 -1.667 0.111
C 3.66204 0.90586 1.85670 0.349 -1.183 1.467 -0.030
C 3.81912 2.07805 2.86745 -1.095 1.573 -2.054 -0.122
O 4.45575 1.47704 3.94690 -2.347 3.331 3.244 0.108
C 5.14713 0.51410 3.60126 3.542 -7.731 -0.075 -0.620
O 5.92060 -0.17007 4.30852 -1.702 2.546 -1.845 0.071
O 4.81131 0.06985 2.34163 -0.688 0.883 -0.002 0.013
H 3.92438 1.08300 0.80096 -0.853 0.166 0.554 0.131
H 2.62203 0.33991 2.08933 2.465 1.200 -1.027 0.158
H 2.80115 2.50500 3.02951 0.918 -0.339 0.737 0.126
H 4.52241 2.92228 2.68620 -0.759 -0.428 -1.091 0.143
C 0.78646 -0.38504 4.44911 1.033 8.061 -1.099 -0.010
C 0.03101 0.98634 3.93274 -2.056 -6.268 -0.058 -0.069
O 0.45231 1.91338 4.78116 -4.732 5.858 -5.585 0.161
C 1.15992 1.53126 5.64581 8.180 -0.614 8.976 -0.650
O 1.56342 2.27006 6.57931 -1.008 -2.558 -2.073 0.071
O 1.62826 0.26205 5.42364 0.453 -0.335 0.400 0.070
H 1.16263 -0.93448 3.68974 2.513 -1.031 -2.524 0.080
H 0.24158 -1.00605 4.91149 -4.708 -4.311 3.755 0.044
H -1.02300 0.87846 4.07982 -0.911 -0.263 0.267 0.128
H 0.09001 1.01494 2.90325 1.243 1.408 -2.313 0.075
```
Positions in Å, forces in eV/Å.


Entry 2:
Formula: C36H35N8NaOP2S2
Source: the OMol25 dataset
Level of theory: wB97M-V/def2-TZVPD

Results
Net charge: -2
Highest occupied orbital energy in eV: -0.90
Multiplicity: 1
E_LUMO in eV: 3.42
Orbital gap in eV: 4.329
ΔE to the lowest compared entry with this formula, charge and spin in kcal per mole: 11.71

The geometry in XYZ format:
```
85
Properties=species:S:1:pos:R:3:forces:R:3:lowdin_charge:R:1
Na 0.37932 1.94916 -1.88791 0.116 0.147 0.690 0.149
S 2.60383 -0.24718 1.97911 1.737 0.252 -0.034 0.259
P 0.70117 -0.63522 2.14767 -2.261 -0.819 -2.849 0.246
C -0.26977 -0.42125 0.80565 -0.791 -0.608 -0.486 -0.491
P -1.55984 -0.71214 -0.25483 2.739 1.143 3.183 0.281
S -2.02417 0.80348 -1.43189 -0.557 0.932 -1.120 0.252
C -3.15098 -1.02982 0.60124 -0.873 -1.192 0.698 -0.324
C -3.71855 -2.32143 0.71562 -0.451 1.176 1.215 -0.077
C -4.84658 -2.48035 1.59535 0.805 -1.854 -1.113 -0.137
C -5.29219 -1.47913 2.40217 -0.275 1.303 0.562 -0.138
C -4.76168 -0.15974 2.23307 -0.272 -1.150 -0.217 -0.103
C -3.74711 0.05839 1.33700 0.807 -0.747 -1.044 -0.127
C -1.22760 -2.11223 -1.31765 0.682 -1.689 -0.309 -0.359
C -2.17657 -2.42194 -2.28596 -0.081 0.543 -0.559 -0.131
C -1.88731 -3.34694 -3.31031 -0.085 0.022 -0.237 -0.103
C -0.66411 -4.01780 -3.29426 0.205 -0.404 0.506 -0.122
C 0.20134 -3.83891 -2.20172 -0.084 0.226 0.171 -0.114
C -0.02205 -2.88063 -1.22789 -1.616 0.841 -0.199 -0.058
C 0.55848 -2.32871 2.83851 -0.245 -0.109 0.804 -0.323
C -0.58257 -2.66481 3.60927 0.992 -1.499 -0.852 -0.079
C -0.79779 -4.00030 3.96462 -1.211 -0.444 1.167 -0.107
C 0.16789 -4.99227 3.70604 -0.895 -0.263 0.312 -0.137
C 1.26816 -4.60667 3.00013 0.631 -0.071 -0.688 -0.150
C 1.50433 -3.31399 2.56490 0.121 0.501 -0.035 -0.117
C 0.11767 0.30522 3.52633 0.505 0.794 1.789 -0.386
C 0.88198 0.23602 4.70314 1.251 -1.772 -0.998 -0.138
C 0.72966 1.09050 5.74621 -0.037 0.712 0.184 -0.136
C -0.21188 2.09546 5.61152 -0.896 0.101 1.019 -0.120
C -1.14118 2.03960 4.56031 -0.240 2.407 1.238 -0.104
C -0.90827 1.22226 3.49035 -1.592 -0.574 -1.670 -0.096
H -3.24492 -3.22434 0.30113 -0.356 0.664 -0.161 0.100
H -5.34392 -3.48780 1.60151 0.613 0.974 0.318 0.098
H -6.02514 -1.68173 3.20841 0.264 0.216 -0.806 0.092
H -5.21966 0.66392 2.74816 0.035 0.243 0.369 0.083
H -3.31955 1.04420 1.12188 -0.320 -0.265 0.255 0.075
H -3.07158 -1.75431 -2.24793 0.562 -0.952 -0.492 0.091
H -2.57340 -3.55049 -4.15394 0.273 0.324 0.659 0.094
H -0.36061 -4.73839 -4.07564 -0.450 0.466 0.405 0.092
H 1.06501 -4.45501 -2.03142 0.403 -0.256 -0.504 0.086
H 0.67998 -2.68986 -0.41223 -0.250 0.022 -0.248 0.091
H -1.29382 -1.91872 3.88159 -0.476 0.422 -0.021 0.093
H -1.77487 -4.26997 4.48159 1.399 0.354 -0.537 0.105
H 0.15547 -6.07690 3.99103 -0.693 1.232 -0.118 0.100
H 1.90158 -5.39983 2.68331 0.969 -0.414 -0.057 0.078
H 2.45248 -3.04229 2.06307 -0.784 -0.150 0.134 0.077
H 1.72435 -0.49742 4.71581 -0.833 0.539 0.032 0.101
H 1.35432 1.03251 6.63150 0.085 0.053 -0.113 0.094
H -0.21366 2.82523 6.43920 -0.606 -0.153 -0.624 0.092
H -2.00021 2.77215 4.53893 1.105 -0.814 -0.033 0.111
H -1.60431 1.28977 2.60368 1.131 -0.283 0.889 0.108
N 2.51578 -0.32321 -1.55195 0.855 1.373 0.673 0.031
H 1.96254 0.02356 -2.32340 0.097 0.129 -0.434 -0.056
H 3.15017 0.46636 -1.25195 -0.666 -1.065 -0.700 0.030
H 1.86826 -0.30376 -0.76856 -0.341 -0.555 0.442 -0.071
N 0.62108 4.29677 -2.69354 0.020 3.743 2.026 0.081
C 0.73412 5.33583 -2.08101 -0.012 -4.857 -2.964 -0.358
N 0.98790 6.29637 -1.29700 -0.002 0.850 0.803 0.022
C 1.21208 7.55340 -1.54338 1.135 4.642 1.007 -0.423
N 1.47918 8.73086 -1.44891 -1.077 -4.348 -0.851 0.018
C 2.69825 3.60188 3.62328 0.271 -0.493 0.066 -0.091
N 1.93431 3.00094 2.52816 0.365 0.579 0.925 0.022
C 1.53707 3.64700 1.40366 0.031 -1.573 -0.789 -0.621
N 1.39210 4.97871 1.53867 0.159 2.205 -1.838 0.163
O 1.29601 3.01273 0.36055 0.131 0.996 0.648 0.000
H 2.84740 2.85349 4.45443 -0.599 0.848 -0.842 0.089
H 2.22971 4.53292 3.97646 -0.163 -0.569 0.357 0.062
H 3.71880 3.91516 3.34261 -0.112 -0.184 -0.292 0.072
H 2.05885 2.02533 2.35049 0.284 -0.994 0.074 -0.010
H 1.70854 5.41360 2.38660 0.043 0.015 -0.156 0.062
H 1.50835 5.54117 0.65075 -0.550 -0.876 1.386 0.098
N 0.57719 2.08100 -6.27946 -0.117 -1.820 -0.367 0.109
C 0.74208 2.21289 -4.92751 -0.105 0.640 0.267 -0.168
N 1.06465 1.11754 -4.29763 -0.301 0.235 -0.472 0.112
C 1.15245 0.13216 -5.28272 0.237 1.238 -0.974 -0.215
C 1.74302 -1.10801 -5.17754 0.945 -1.420 -1.575 0.011
C 2.03561 -1.77963 -6.42382 -0.923 1.397 1.187 -0.080
C 1.71760 -1.19000 -7.65034 -0.224 0.614 -0.458 -0.125
C 1.10430 0.06454 -7.76520 -1.014 -0.469 0.453 -0.066
C 0.82611 0.70364 -6.58153 0.747 1.203 2.294 -0.169
H 0.31911 2.79719 -6.94900 0.112 -0.260 0.487 0.148
H 0.64957 3.18380 -4.41580 -0.076 -0.503 -0.338 0.071
H 2.15435 -1.52574 -4.23708 -0.711 0.394 -0.528 0.115
H 2.44049 -2.76662 -6.38801 0.471 -0.373 -0.042 0.079
H 1.99333 -1.57029 -8.62507 0.014 -0.879 0.219 0.085
H 0.60845 0.41906 -8.67066 0.877 0.013 -0.168 0.103
```
Positions in Å, forces in eV/Å.


Entry 3:
Formula: C5H3N3O2
Source: the OMol25 dataset
Level of theory: wB97M-V/def2-TZVPD

Results
Highest occupied orbital energy in eV: -9.94
Multiplicity: 1
E_LUMO in eV: -0.29
Orbital gap in eV: 9.650
ΔE to the lowest compared entry with this formula, charge and spin in kcal per mole: 6.37

The geometry in XYZ format:
```
13
Properties=species:S:1:pos:R:3:forces:R:3:nbo_charge:R:1
C 0.95106 -1.12785 0.29324 -0.023 0.091 -1.216 0.735
C -0.12358 0.64005 1.18622 0.073 -1.939 1.551 0.087
C -0.89726 0.84007 0.11775 -0.885 1.174 -3.383 -0.286
C -1.63704 2.11801 -0.04325 -0.163 1.089 1.151 0.276
C -0.64166 0.04325 -1.18912 -0.059 3.699 0.206 0.660
H 2.17908 -2.35695 1.05892 -0.345 0.240 -1.530 0.513
H -0.28172 1.13295 2.11907 -0.034 1.020 0.139 0.226
H 0.54989 -1.38743 -1.82015 0.265 0.363 1.475 0.447
N 0.75528 -0.43016 1.39392 0.190 -0.963 -2.631 -0.529
N -2.07857 3.20026 0.03982 0.806 -2.538 -0.477 -0.291
N 0.32751 -0.85899 -0.94179 1.422 -2.608 -0.025 -0.618
O 1.84082 -2.17066 0.12982 -0.936 1.325 2.538 -0.647
O -0.94381 0.35745 -2.34446 -0.311 -0.952 2.202 -0.572
```
Positions in Å, forces in eV/Å.


Q: Which formula does entry 2 have?
A: C36H35N8NaOP2S2


Q: Among the records above, which one has the highest orbital gap?
A: C5H3N3O2